*A*
DFT (wB97M-V/def2-TZVPD) results for a 2-piece molecular cluster, C3H12NS overall.

HOMO level: -12.9 eV
Total charge: +1
Orbital gap: 9.16 eV
Spin multiplicity: 1

CARTESIAN COORDINATES (ANGSTROEM)
1 C -2.40 0.51 -2.50
2 N -2.52 0.38 -0.99
3 H -3.17 -0.11 -2.97
4 H -2.60 1.55 -2.77
5 H -1.42 0.18 -2.74
6 H -3.40 0.42 -0.45
7 H -1.87 1.07 -0.59
8 H -2.24 -0.57 -0.70
9 C 2.58 -1.24 1.53
10 C 1.95 0.17 1.47
11 S 0.47 0.07 0.31
12 H 2.74 -1.37 0.40
13 H 1.86 -1.92 1.98
14 H 3.50 -1.23 2.09
15 H 1.67 0.35 2.53
16 H 2.47 1.04 1.05
17 H -0.43 0.54 1.21

*B*
DFT (wB97M-V/def2-TZVPD) results for a 2-piece molecular cluster, C3H12NS overall.

HOMO level: -12.0 eV
Total charge: +1
Orbital gap: 8.39 eV
Spin multiplicity: 1

CARTESIAN COORDINATES (ANGSTROEM)
1 C 1.05 0.50 2.78
2 S -0.54 1.02 2.01
3 H 1.40 -0.37 2.24
4 H 1.80 1.31 2.65
5 H 0.91 0.30 3.82
6 H -0.67 2.16 2.75
7 C -0.49 -0.80 -3.43
8 N 0.03 -1.37 -2.16
9 C 0.34 -0.35 -1.10
10 H -0.68 -1.62 -4.13
11 H -1.44 -0.24 -3.22
12 H 0.26 -0.14 -3.83
13 H 0.91 -1.89 -2.37
14 H -0.64 -2.03 -1.80
15 H 1.08 0.34 -1.49
16 H 0.72 -0.89 -0.25
17 H -0.60 0.20 -0.94

It is *B* that is most stable; the runner-up trails by 0.464 eV.

*A*
DFT (wB97M-V/def2-TZVPD) results for one molecule with the formula C3H7PS2.

HOMO level: -8.5 eV
Orbital gap: 6.84 eV
Spin multiplicity: 1

CARTESIAN COORDINATES (ANGSTROEM)
1 C -0.88 0.28 -0.54
2 C 1.31 1.67 0.39
3 C -1.86 -0.64 -0.34
4 P 0.82 -0.02 -0.15
5 S 1.94 -1.51 0.75
6 S -1.64 -2.50 -0.27
7 H 0.81 1.67 1.27
8 H 1.02 2.42 -0.21
9 H 2.39 1.77 0.54
10 H -2.72 -0.29 -1.06
11 H -1.94 -0.38 0.81
12 H 1.24 -0.17 -1.51
13 H -0.50 -2.31 0.33

*B*
DFT (wB97M-V/def2-TZVPD) results for a 2-piece molecular cluster, C3H7PS2 overall.

HOMO level (alpha / beta): -8.8 / -7.2 eV
Orbital gap (alpha / beta): 8.10 / 7.36 eV
Spin multiplicity: 1

CARTESIAN COORDINATES (ANGSTROEM)
1 C 0.13 1.15 1.57
2 C 0.28 -0.17 2.29
3 C -0.77 -0.82 -3.46
4 P 1.32 -0.55 -0.42
5 S -0.25 0.84 -0.13
6 S 1.62 -1.12 1.59
7 H -0.83 1.74 1.99
8 H 1.06 1.75 1.56
9 H 0.52 0.08 3.36
10 H -0.75 -0.66 1.98
11 H -1.60 -1.50 -3.56
12 H -0.24 -0.50 -2.54
13 H -0.50 -0.26 -4.23

It is *B* that is most stable; the runner-up trails by 1.607 eV.